## 1
The following is a DFT calculation (the ωB97M-V functional and the def2-TZVPD basis) of a cluster of 5 separate species, C20H55N5O5 in total.

Properties
Total charge: 0
Spin multiplicity: 1
HOMO level: -9.116 eV
Structure (SMILES): COC[C@H](C)N.COC[C@H](C)N.COC[C@H](C)N.COC[C@H](C)N.COC[C@H](C)N

CARTESIAN COORDINATES (ANGSTROEM)
C: -4.26420 -0.58078 0.87049
O: -2.90644 -0.43287 0.57279
C: -2.04803 -1.46028 0.99814
C: -0.52142 -1.32689 0.55802
C: -0.35585 -1.64880 -0.94893
N: 0.26808 -2.11436 1.42327
H: -4.62086 -1.56039 0.55230
H: -4.71010 0.26437 0.34609
H: -4.42475 -0.49142 1.94490
H: -2.16039 -1.53843 2.07951
H: -2.43289 -2.44389 0.72889
H: -0.28447 -0.30981 0.87026
H: 0.61504 -1.67436 -1.44374
H: -0.99740 -0.93107 -1.46018
H: -0.75747 -2.65612 -1.05894
H: 1.22161 -1.82098 1.26573
H: 0.33183 -3.08018 1.13479
C: 0.54932 -6.63531 2.86191
O: 1.79856 -6.07518 3.18120
C: 2.91247 -6.79609 2.60760
C: 4.29871 -6.18927 3.00431
C: 4.63887 -6.14170 4.52719
N: 4.20539 -4.83336 2.44899
H: -0.19110 -5.87434 3.10847
H: 0.26787 -7.50935 3.44923
H: 0.35256 -6.97855 1.84625
H: 2.97975 -7.78136 3.06893
H: 2.86268 -6.81066 1.51884
H: 5.12100 -6.78093 2.60197
H: 5.50837 -5.53445 4.77880
H: 4.72773 -7.16420 4.89421
H: 3.76428 -5.73057 5.03135
H: 5.01270 -4.29858 2.73598
H: 3.44100 -4.36919 2.91840
C: -4.09799 5.27713 6.41882
O: -3.07756 4.34647 6.76394
C: -2.18830 4.12987 5.59868
C: -1.27357 2.85441 5.79604
C: -2.15230 1.50142 5.72846
N: -0.71198 3.00197 7.11308
H: -4.98421 5.25905 7.05316
H: -4.51369 5.08863 5.42899
H: -3.59981 6.23596 6.27544
H: -2.70586 4.20128 4.64206
H: -1.53843 5.00458 5.62435
H: -0.40864 2.83372 5.13303
H: -2.72775 1.70103 4.82452
H: -2.89874 1.32819 6.50366
H: -1.56508 0.60750 5.51827
H: -1.53120 3.10733 7.69436
H: -0.28435 3.91459 7.17909
C: -1.32128 4.54827 -1.37102
O: 0.08536 4.59814 -1.34164
C: 0.56082 5.36512 -2.45488
C: 1.99966 4.85099 -2.66867
C: 2.72944 5.64373 -3.75394
N: 1.98415 3.44288 -3.03924
H: -1.76041 5.52282 -1.58438
H: -1.62440 4.26533 -0.36297
H: -1.63871 3.92854 -2.20963
H: -0.01817 5.18273 -3.36020
H: 0.75278 6.41715 -2.24396
H: 2.56503 4.91810 -1.73917
H: 3.73880 5.30353 -3.98535
H: 2.72834 6.63849 -3.30835
H: 2.05281 5.70083 -4.60660
H: 1.63407 2.91508 -2.25249
H: 1.29503 3.34203 -3.77071
C: -2.25314 0.38277 -6.18311
O: -1.15453 0.22263 -7.07028
C: -0.07076 -0.50855 -6.52912
C: 0.95140 -0.86309 -7.58991
C: 0.56269 -1.87771 -8.72319
N: 2.03325 -1.65450 -6.97806
H: -3.05918 0.89900 -6.70457
H: -1.91714 0.94565 -5.31226
H: -2.80154 -0.46279 -5.76792
H: 0.45049 -0.05639 -5.68535
H: -0.55373 -1.40592 -6.14239
H: 1.43473 -0.03386 -8.10651
H: 0.58798 -2.95659 -8.56997
H: 1.22010 -1.74839 -9.58295
H: -0.42706 -1.58526 -9.07384
H: 2.66191 -1.02779 -6.49628
H: 2.62829 -1.93678 -7.74379

So, what does the Mulliken scheme give us? The charges, in e, come out as: number 1, C, carries -0.7380; number 2, O, carries -0.2011; number 3, C, carries -0.8640; number 4, C, carries 0.4308; number 5, C, carries -1.4009; number 6, N, carries -0.6482; number 7, H, carries 0.3136; number 8, H, carries 0.2037; number 9, H, carries 0.2758; number 10, H, carries 0.4329; number 11, H, carries 0.3330; number 12, H, carries 0.3369; number 13, H, carries 0.4029; number 14, H, carries 0.3043; number 15, H, carries 0.3357; number 16, H, carries 0.2747; number 17, H, carries 0.2084; number 18, C, carries -0.8504; number 19, O, carries -0.3043; number 20, C, carries -0.6483; number 21, C, carries 0.2852; number 22, C, carries -1.2890; number 23, N, carries -0.7245; number 24, H, carries 0.2743; number 25, H, carries 0.3262; number 26, H, carries 0.3278; number 27, H, carries 0.3616; number 28, H, carries 0.3690; number 29, H, carries 0.3389; number 30, H, carries 0.3711; number 31, H, carries 0.3307; number 32, H, carries 0.2948; number 33, H, carries 0.2607; number 34, H, carries 0.2744; number 35, C, carries -0.8093; number 36, O, carries -0.3229; number 37, C, carries -0.8572; number 38, C, carries 0.2141; number 39, C, carries -1.1459; number 40, N, carries -0.7930; number 41, H, carries 0.2868; number 42, H, carries 0.3161; number 43, H, carries 0.3159; number 44, H, carries 0.4696; number 45, H, carries 0.4148; number 46, H, carries 0.4041; number 47, H, carries 0.2461; number 48, H, carries 0.2665; number 49, H, carries 0.3828; number 50, H, carries 0.3502; number 51, H, carries 0.2616; number 52, C, carries -0.7079; number 53, O, carries -0.2775; number 54, C, carries -0.6043; number 55, C, carries 0.1765; number 56, C, carries -1.3543; number 57, N, carries -0.7031; number 58, H, carries 0.3245; number 59, H, carries 0.2494; number 60, H, carries 0.2638; number 61, H, carries 0.3899; number 62, H, carries 0.2512; number 63, H, carries 0.4351; number 64, H, carries 0.3668; number 65, H, carries 0.3514; number 66, H, carries 0.3035; number 67, H, carries 0.2907; number 68, H, carries 0.2443; number 69, C, carries -0.7242; number 70, O, carries -0.3459; number 71, C, carries -0.6044; number 72, C, carries 0.6436; number 73, C, carries -1.4774; number 74, N, carries -0.8061; number 75, H, carries 0.2685; number 76, H, carries 0.2570; number 77, H, carries 0.3249; number 78, H, carries 0.2824; number 79, H, carries 0.2850; number 80, H, carries 0.2727; number 81, H, carries 0.3755; number 82, H, carries 0.3844; number 83, H, carries 0.3490; number 84, H, carries 0.2296; number 85, H, carries 0.2862

---

## 2
The following is a DFT calculation (the ωB97M-V functional and the def2-TZVPD basis) of a cluster of 5 separate species, C20H55N5O5 in total.

Properties
Total charge: 0
Spin multiplicity: 1
HOMO level: -9.413 eV
Structure (SMILES): COC[C@H](C)N.COC[C@H](C)N.COC[C@H](C)N.COC[C@H](C)N.COC[C@H](C)N

CARTESIAN COORDINATES (ANGSTROEM)
C: -9.06269 -4.05670 3.90195
O: -8.31159 -3.07859 3.27315
C: -7.42721 -3.41350 2.23277
C: -6.41179 -2.32250 1.87819
C: -6.97620 -1.12008 1.14756
N: -5.28009 -2.92915 1.11106
H: -9.70198 -4.62485 3.22621
H: -9.74312 -3.62175 4.63401
H: -8.44140 -4.78456 4.42380
H: -6.79172 -4.24640 2.53365
H: -8.05938 -3.75128 1.41158
H: -5.96908 -1.97247 2.81071
H: -7.12427 -1.35065 0.09257
H: -6.38891 -0.20870 1.25966
H: -7.89806 -0.80213 1.63459
H: -5.66763 -3.58776 0.45065
H: -4.71412 -3.53668 1.68612
C: 0.20656 3.61849 -3.87963
O: 1.30842 2.97417 -3.28078
C: 1.49208 3.21294 -1.88840
C: 0.42690 2.49017 -0.91486
C: 0.52591 3.19779 0.52262
N: 0.63504 1.04689 -0.78147
H: 0.17557 3.28493 -4.91688
H: 0.47542 4.65897 -3.69741
H: -0.74545 3.32395 -3.43802
H: 2.49651 2.82125 -1.72784
H: 1.49527 4.27422 -1.63983
H: -0.59926 2.60895 -1.26267
H: 0.43483 4.27114 0.35607
H: 1.43130 2.93829 1.07127
H: -0.36537 3.13233 1.14666
H: -0.29003 0.65765 -0.66817
H: 0.87303 0.67224 -1.68872
C: 0.68931 -4.04076 8.32756
O: 1.05235 -5.07647 7.45901
C: 0.61614 -4.96249 6.12532
C: 1.07228 -6.15533 5.24219
C: 2.56638 -6.36573 5.37299
N: 0.67311 -5.94972 3.77986
H: 0.94494 -4.37062 9.33451
H: -0.39310 -3.91276 8.33829
H: 1.08772 -3.03347 8.20614
H: -0.46313 -4.81304 6.15586
H: 1.14801 -4.04334 5.87964
H: 0.40297 -6.96732 5.52646
H: 2.82862 -7.24328 4.78203
H: 2.55375 -6.63669 6.42870
H: 3.17299 -5.48370 5.16775
H: 1.17927 -5.19783 3.33427
H: 1.08759 -6.70444 3.25195
C: -6.55520 0.49250 -11.98472
O: -5.86432 1.42279 -12.86407
C: -4.52871 0.98325 -13.15729
C: -3.75347 2.10998 -13.88443
C: -3.10233 3.11443 -12.85238
N: -4.62075 3.03608 -14.66861
H: -7.61567 0.72221 -11.88107
H: -6.26695 0.73796 -10.96259
H: -6.38264 -0.54165 -12.28279
H: -4.01084 0.55138 -12.30090
H: -4.53372 0.06983 -13.75205
H: -2.89353 1.73860 -14.44182
H: -2.52650 2.59726 -12.08488
H: -3.92692 3.65365 -12.38616
H: -2.52890 3.93134 -13.29049
H: -5.21572 3.43632 -13.95734
H: -5.29313 2.54828 -15.24312
C: 7.67266 2.56783 6.71446
O: 8.90946 2.95730 6.12335
C: 9.86990 3.66936 6.89768
C: 11.03844 4.08971 6.02240
C: 12.05887 3.03181 5.61472
N: 11.76584 5.16066 6.58843
H: 7.07514 3.47147 6.83480
H: 7.78400 2.05451 7.66956
H: 7.02650 1.87547 6.17481
H: 9.36136 4.49828 7.39001
H: 10.16487 3.07057 7.75940
H: 10.48900 4.40001 5.13364
H: 12.87960 3.47434 5.05021
H: 11.56346 2.19318 5.12548
H: 12.50303 2.64145 6.53038
H: 10.98602 5.77089 6.78745
H: 12.24444 5.64927 5.84525

So, what does the Mulliken scheme give us? The charges, in e, come out as: number 1, C, carries -0.7337; number 2, O, carries -0.3111; number 3, C, carries -0.6810; number 4, C, carries 0.4906; number 5, C, carries -1.2908; number 6, N, carries -0.7291; number 7, H, carries 0.2974; number 8, H, carries 0.2506; number 9, H, carries 0.2996; number 10, H, carries 0.3258; number 11, H, carries 0.3352; number 12, H, carries 0.2776; number 13, H, carries 0.3078; number 14, H, carries 0.3035; number 15, H, carries 0.3265; number 16, H, carries 0.2604; number 17, H, carries 0.2707; number 18, C, carries -0.6026; number 19, O, carries -0.3444; number 20, C, carries -0.7177; number 21, C, carries 0.5511; number 22, C, carries -1.3811; number 23, N, carries -0.7882; number 24, H, carries 0.2220; number 25, H, carries 0.3004; number 26, H, carries 0.2263; number 27, H, carries 0.3458; number 28, H, carries 0.3787; number 29, H, carries 0.2418; number 30, H, carries 0.3808; number 31, H, carries 0.2979; number 32, H, carries 0.3675; number 33, H, carries 0.2708; number 34, H, carries 0.2506; number 35, C, carries -0.7709; number 36, O, carries -0.2894; number 37, C, carries -0.6489; number 38, C, carries 0.3452; number 39, C, carries -1.2125; number 40, N, carries -0.7410; number 41, H, carries 0.2570; number 42, H, carries 0.3072; number 43, H, carries 0.3089; number 44, H, carries 0.3730; number 45, H, carries 0.3174; number 46, H, carries 0.2142; number 47, H, carries 0.4227; number 48, H, carries 0.3162; number 49, H, carries 0.2903; number 50, H, carries 0.2562; number 51, H, carries 0.2544; number 52, C, carries -0.7794; number 53, O, carries -0.3507; number 54, C, carries -0.6331; number 55, C, carries 0.1673; number 56, C, carries -1.2506; number 57, N, carries -0.7729; number 58, H, carries 0.2634; number 59, H, carries 0.2997; number 60, H, carries 0.3112; number 61, H, carries 0.4272; number 62, H, carries 0.4016; number 63, H, carries 0.3528; number 64, H, carries 0.3424; number 65, H, carries 0.2732; number 66, H, carries 0.3626; number 67, H, carries 0.3001; number 68, H, carries 0.2852; number 69, C, carries -0.7496; number 70, O, carries -0.3106; number 71, C, carries -0.7456; number 72, C, carries 0.5644; number 73, C, carries -1.3764; number 74, N, carries -0.7486; number 75, H, carries 0.2902; number 76, H, carries 0.2943; number 77, H, carries 0.2678; number 78, H, carries 0.3545; number 79, H, carries 0.3425; number 80, H, carries 0.2289; number 81, H, carries 0.3484; number 82, H, carries 0.3281; number 83, H, carries 0.3377; number 84, H, carries 0.2916; number 85, H, carries 0.2825

---

Most stable one: 1, least stable one: 2.